1.
{
  "formula": "AlN3O9",
  "method": "ωB97M-V with the def2-TZVPD basis set",
  "species": ["Al", "N", "O", "O", "O", "N", "O", "O", "O", "N", "O", "O", "O"],
  "positions_angstrom": [[-12.232990, 15.741872, -9.178843], [-9.500713, 17.764612, -7.014304], [-9.259642, 17.885587, -5.832525], [-10.421341, 17.040044, -7.446009], [-8.829193, 18.379068, -7.863663], [-12.029043, 14.988723, -13.164025], [-13.004322, 14.614072, -13.801142], [-12.034612, 14.898558, -11.926785], [-11.075496, 15.496352, -13.734502], [-13.612836, 17.385651, -12.511258], [-14.560454, 16.957374, -13.156279], [-13.505478, 17.151309, -11.308695], [-12.727793, 17.995805, -13.105359]],
  "atomic_forces_ev_per_a": [[0.38, 0.41, -0.08], [0.97, 0.98, -0.93], [-0.32, -0.32, 0.25], [-0.98, -0.81, 0.00], [-0.20, -0.20, 0.23], [-0.03, 0.35, -0.36], [0.00, -0.12, 0.13], [0.03, -0.19, 0.35], [0.07, -0.07, 0.10], [0.15, -0.29, -0.95], [-0.16, 0.05, 0.27], [-0.01, 0.10, 0.73], [0.08, 0.13, 0.27]],
  "mulliken_charge": [0.96, 1.00, -0.49, -0.54, -0.49, 1.05, -0.41, -0.45, -0.42, 1.07, -0.41, -0.46, -0.41],
  "total_charge": 0,
  "spin_multiplicity": 1,
  "e_lumo_ev": -7.24,
  "relative_energy_kcal_mol": 0.00,
  "homo_lumo_gap_ev": 2.09
}

***

2.
{
  "formula": "C14H22CoF6O5PSe",
  "method": "ωB97M-V with the def2-TZVPD basis set",
  "species": ["Co", "C", "O", "C", "C", "O", "C", "H", "H", "H", "H", "H", "H", "H", "H", "H", "H", "C", "C", "C", "O", "C", "O", "O", "H", "H", "H", "H", "H", "H", "H", "Se", "C", "C", "C", "C", "C", "C", "H", "H", "H", "H", "H", "F", "P", "F", "F", "F", "F", "F"],
  "positions_angstrom": [[0.399025, 0.737032, 0.082736], [0.990387, 2.985164, 2.108785], [-0.038460, 2.188350, 1.496172], [-1.212590, 2.909735, 1.093852], [-1.108542, 3.229273, -0.378633], [-0.890130, 1.984340, -1.053396], [-0.749640, 2.156877, -2.472319], [0.614038, 3.395513, 3.045697], [1.302605, 3.789972, 1.440652], [1.824162, 2.316971, 2.302479], [-1.324363, 3.813002, 1.693898], [-2.060081, 2.250040, 1.283870], [-0.267575, 3.900065, -0.585986], [-2.028781, 3.690814, -0.745096], [-1.645982, 2.639402, -2.862965], [-0.629211, 1.169018, -2.906938], [0.136839, 2.753182, -2.694112], [2.715004, -2.430847, 1.304433], [1.524606, -1.545063, 1.629397], [1.128610, -1.615381, 3.095188], [1.863195, -0.157705, 1.333485], [0.304121, -1.928284, 0.765954], [0.057290, -3.109808, 0.517249], [-0.419330, -0.964538, 0.320599], [3.577562, -2.115785, 1.891994], [2.963620, -2.385389, 0.245561], [2.480899, -3.463238, 1.557165], [1.990637, -1.388192, 3.720164], [0.770204, -2.616423, 3.333886], [0.335001, -0.900258, 3.313041], [2.699181, -0.162998, 0.835247], [-0.797117, -2.646353, -1.878414], [-1.574487, -3.873432, -3.018764], [-1.742029, -5.209978, -2.611702], [-2.332373, -6.107994, -3.475943], [-2.761161, -5.685279, -4.730956], [-2.595633, -4.363635, -5.136878], [-2.003399, -3.451054, -4.289846], [-1.405096, -5.524106, -1.633086], [-2.461823, -7.139145, -3.178975], [-3.229056, -6.393256, -5.401312], [-2.925567, -4.054093, -6.118370], [-1.858147, -2.425376, -4.601345], [1.938524, 1.407628, -1.105167], [2.833695, 0.269806, -2.081215], [1.750725, -0.839628, -1.504348], [1.799270, 0.586891, -3.257232], [3.769614, 1.456574, -2.510754], [3.593954, -0.829947, -2.902486], [3.725005, 0.002236, -0.752268]],
  "atomic_forces_ev_per_a": [[0.05, 0.35, -0.18], [0.02, 0.03, 0.02], [0.09, -0.06, 0.04], [-0.01, 0.01, -0.07], [0.02, 0.02, 0.06], [0.00, 0.00, 0.15], [0.05, -0.05, -0.09], [0.01, -0.01, -0.02], [0.00, -0.02, 0.01], [0.00, 0.01, 0.01], [0.01, 0.00, -0.02], [0.00, 0.02, -0.01], [-0.02, 0.00, 0.01], [0.01, -0.02, 0.02], [0.01, -0.02, 0.00], [-0.01, 0.03, 0.00], [-0.04, -0.01, 0.01], [-0.10, -0.07, 0.08], [0.05, -0.14, 0.02], [-0.08, -0.03, -0.04], [-0.03, -0.10, -0.04], [0.09, 0.16, 0.03], [0.09, -0.11, -0.03], [-0.17, -0.14, 0.07], [0.01, 0.01, 0.02], [0.01, 0.01, -0.04], [0.00, 0.02, -0.01], [0.02, 0.01, 0.00], [0.01, 0.01, 0.01], [-0.01, 0.02, 0.00], [-0.02, 0.08, -0.06], [-0.04, 0.09, -0.24], [0.00, -0.24, 0.21], [-0.03, -0.03, -0.03], [0.03, 0.01, 0.05], [-0.02, -0.01, -0.02], [0.02, 0.03, 0.00], [0.04, 0.01, -0.04], [0.00, 0.00, 0.02], [0.00, 0.00, 0.01], [0.00, -0.01, -0.01], [-0.01, 0.02, -0.01], [-0.01, 0.03, -0.01], [0.02, 0.09, 0.12], [-0.05, -0.04, -0.04], [-0.01, 0.03, 0.02], [0.03, 0.00, -0.02], [0.02, -0.01, 0.02], [-0.01, 0.02, 0.03], [-0.04, -0.01, -0.02]],
  "mulliken_charge": [2.02, -0.83, -0.29, -0.56, -0.58, -0.41, -0.81, 0.30, 0.36, 0.20, 0.47, 0.31, 0.37, 0.44, 0.36, 0.20, 0.36, -1.78, 1.64, -1.75, -0.43, 0.63, -0.70, -0.80, 0.48, 0.39, 0.41, 0.43, 0.41, 0.36, 0.28, 0.38, 0.67, -0.35, -0.59, -0.37, -0.67, -0.40, 0.42, 0.40, 0.39, 0.39, 0.37, -0.62, 1.34, -0.36, -0.36, -0.34, -0.34, -0.43],
  "total_charge": 1,
  "spin_multiplicity": 6,
  "s_squared": 8.779,
  "e_lumo_ev": [-2.12, -5.90],
  "relative_energy_kcal_mol": 0.00,
  "homo_lumo_gap_ev": [10.29, 7.00]
}

***

3.
{
  "formula": "C8H10F3NYb",
  "method": "ωB97M-V with the def2-TZVPD basis set",
  "species": ["C", "C", "C", "C", "C", "Yb", "N", "C", "C", "H", "H", "H", "H", "H", "H", "H", "H", "H", "H", "F", "C", "F", "F"],
  "positions_angstrom": [[1.114227, -1.986457, -0.650096], [0.802748, -1.236745, -1.858705], [-0.593650, -1.475869, -2.150575], [-1.130857, -2.252927, -1.080807], [-0.083312, -2.630667, -0.218104], [-0.684645, -0.280603, -0.326563], [1.074679, 0.479279, 1.005739], [1.710493, 1.866163, 0.500743], [1.442143, 2.029864, -0.913974], [-1.157967, -0.842697, -2.843353], [1.499081, -0.498401, -2.343436], [-2.177734, -2.529324, -0.938083], [-0.094575, -3.468456, 0.545048], [2.135943, -2.089113, -0.230653], [2.060290, 1.544556, -1.641975], [2.833700, 1.848184, 0.757802], [1.529884, 0.386936, 1.909074], [0.563348, 2.512036, -1.287133], [1.113033, 2.614694, 1.088142], [-2.645710, -1.208144, 2.121287], [-2.341207, 0.121885, 2.641474], [-1.664011, 0.734994, 1.430582], [-3.493073, 0.966739, 2.777214]],
  "atomic_forces_ev_per_a": [[-0.02, -0.35, -1.56], [0.55, -1.17, 0.00], [1.08, -0.82, -1.44], [-0.84, -3.04, -1.95], [1.52, -1.58, 0.26], [0.71, 6.18, 5.57], [1.38, 1.70, -1.09], [-0.86, -1.37, 2.16], [0.44, -0.25, -0.24], [-0.02, -0.49, -0.04], [-0.95, -1.11, 0.40], [0.31, -0.05, -0.22], [-0.28, 1.58, -0.75], [-1.14, 0.25, -0.15], [0.27, -0.13, -0.27], [-1.58, 0.33, -0.44], [-0.16, -0.33, 0.00], [-0.49, 0.36, -0.08], [1.10, -0.03, -0.41], [-0.98, 1.74, -0.58], [1.51, 0.28, 1.93], [-1.90, -0.05, 0.35], [0.36, -1.63, -1.45]],
  "mulliken_charge": [-0.36, -0.30, -0.49, -0.74, -0.25, 0.68, -0.49, -0.19, -1.13, 0.42, 0.41, 0.41, 0.32, 0.29, 0.39, 0.27, 0.02, 0.44, 0.16, -0.19, -0.41, -0.12, -0.19],
  "total_charge": -1,
  "spin_multiplicity": 2,
  "s_squared": 0.757,
  "e_lumo_ev": [2.68, 2.65],
  "homo_lumo_gap_ev": [5.65, 5.46]
}

***

4.
{
  "formula": "C4H17N11",
  "method": "ωB97M-V with the def2-TZVPD basis set",
  "species": ["C", "C", "C", "C", "N", "N", "N", "N", "N", "N", "N", "N", "N", "N", "N", "H", "H", "H", "H", "H", "H", "H", "H", "H", "H", "H", "H", "H", "H", "H", "H", "H"],
  "positions_angstrom": [[0.922938, 0.633400, -1.258921], [0.516288, 1.158529, 1.076173], [-1.158278, 0.112545, -0.011358], [-0.985313, -0.766394, -2.298142], [1.257932, 1.183696, -0.090562], [-0.542178, -0.867973, 0.846211], [0.477128, -0.296385, 1.551516], [-0.315300, 0.052614, -1.295776], [1.340823, 0.240585, -3.615971], [-0.607768, -0.079745, 3.188644], [-1.871529, -2.106456, 3.213514], [1.671399, 0.801059, -2.352814], [-1.734525, -0.677069, 2.819108], [-0.957452, 1.267045, 0.689340], [2.820887, 1.520849, -2.060186], [0.913325, 1.921681, 1.892746], [-2.250254, -0.086322, -0.129027], [-0.335562, -0.916612, -3.206866], [-1.262318, -1.679946, -1.730905], [-1.860581, -0.341691, -2.685842], [-0.507527, -1.904208, 0.796928], [1.697738, -0.687414, -3.612023], [1.831180, 0.805710, -4.251478], [-0.701512, 1.023223, 3.199373], [-0.144191, -0.465239, 3.942119], [-1.270310, -2.156848, 4.087104], [-2.893037, -2.150834, 3.308123], [-1.150846, 2.129890, 0.323937], [-1.559682, -2.739017, 2.424014], [2.819350, 2.480159, -2.472013], [2.202224, 1.633414, -0.029714], [3.636954, 0.957752, -2.257253]],
  "atomic_forces_ev_per_a": [[-3.77, -0.73, -0.89], [-2.92, -1.58, 1.77], [-0.19, -1.46, -1.31], [2.03, -1.51, -0.49], [4.01, 1.82, -0.50], [2.11, 0.03, 1.98], [-0.34, -0.10, -0.10], [-0.33, 0.97, 0.25], [-0.42, 0.54, 1.85], [-1.31, 2.53, -1.96], [2.26, 1.70, -0.12], [0.12, 0.33, 1.32], [-2.16, 0.91, -0.71], [2.81, -0.07, 3.37], [0.44, 0.67, -0.91], [-0.94, -1.75, -1.86], [0.98, 0.06, -0.79], [-0.91, -0.35, 1.45], [0.19, 0.07, -0.95], [-1.35, 1.04, -0.21], [0.01, 1.44, -0.80], [0.65, -0.89, -0.43], [0.58, 0.71, -1.42], [-0.23, -3.11, 0.35], [1.84, -0.61, 2.00], [-1.47, -1.26, -0.87], [0.38, -0.52, 0.66], [-1.05, 2.31, -1.53], [-0.25, 0.45, 1.43], [0.14, -1.27, 0.18], [-1.23, -0.72, -0.57], [0.32, 0.36, -0.19]],
  "mulliken_charge": [0.59, -0.19, -0.50, -0.65, -0.05, 0.18, -0.58, 0.07, -0.81, -0.05, -0.12, 0.41, -0.54, -0.40, -0.76, 0.32, 0.52, 0.30, 0.31, 0.30, 0.30, 0.27, 0.28, 0.35, 0.21, 0.36, 0.37, 0.25, 0.31, 0.28, 0.42, 0.25],
  "total_charge": 2,
  "spin_multiplicity": 1,
  "e_lumo_ev": -6.02,
  "relative_energy_kcal_mol": 175.63,
  "homo_lumo_gap_ev": 8.88
}

***

5.
{
  "formula": "C20H42O",
  "method": "ωB97M-V with the def2-TZVPD basis set",
  "species": ["C", "C", "C", "C", "C", "C", "C", "C", "C", "C", "H", "C", "C", "C", "H", "H", "C", "C", "C", "C", "C", "C", "H", "H", "H", "H", "H", "H", "H", "H", "H", "H", "H", "H", "H", "H", "H", "C", "O", "H", "H", "H", "H", "H", "H", "H", "H", "H", "H", "H", "H", "H", "H", "H", "H", "H", "H", "H", "H", "H", "H", "H", "H"],
  "positions_angstrom": [[-4.900387, 0.813140, -6.119777], [-5.238579, 1.941886, -5.304229], [-4.870301, 1.555433, -3.831368], [-5.606361, 0.572313, -3.187260], [-5.280611, 0.525860, -1.815433], [-3.933371, 0.053859, -1.200440], [-3.818956, -0.049023, 0.396594], [-2.363103, -0.697359, 0.650556], [-1.930523, -2.080637, 0.222729], [-0.724203, -2.453874, 0.846316], [-0.839845, -2.662511, 2.105155], [0.649652, -1.771225, 0.592848], [1.842653, -2.157862, 1.075577], [2.855423, -1.339965, 1.552674], [3.884062, -1.900715, 1.621950], [3.113354, -0.607182, 0.714349], [2.613151, -0.164717, 2.617208], [3.741789, 0.791832, 2.930424], [4.966751, -0.034302, 3.294616], [6.039021, 1.153296, 3.906365], [6.685697, 1.950021, 2.582123], [7.714179, 2.926612, 3.299284], [8.019627, 3.459394, 2.341184], [7.301238, 3.645908, 4.037935], [8.622664, 2.109067, 3.380444], [6.915751, 1.304094, 1.803028], [5.820471, 2.733905, 2.116869], [6.871148, 0.466087, 4.272392], [5.661064, 1.878149, 4.649280], [4.787456, -0.493612, 4.221952], [5.471603, -0.642844, 2.562958], [3.488811, 1.392808, 3.529707], [3.851948, 1.216277, 1.952643], [1.751351, 0.299844, 2.423719], [2.547077, -0.853723, 3.572510], [1.375705, -2.867761, 2.292925], [2.180567, -3.158684, 0.463701], [0.648694, -1.392892, -0.729524], [0.949804, -2.760868, -1.560421], [0.187967, -3.329546, -1.274910], [-0.170386, -0.790900, -1.350761], [1.691861, -0.895225, -0.830385], [0.456317, -0.579493, 1.024060], [-0.454287, -3.385449, 0.575874], [-1.822279, -2.113936, -0.805455], [-2.912798, -2.677275, 0.412675], [-1.797523, 0.237754, 0.285113], [-2.486404, -0.447404, 1.713053], [-4.544694, -1.143734, 0.554065], [-4.055583, 0.658890, 0.906581], [-3.793435, -1.058523, -1.773163], [-3.234919, 0.611452, -1.593236], [-6.237737, -0.360687, -1.358041], [-5.635687, 1.534145, -1.145961], [-6.770717, 0.892770, -3.316996], [-5.510485, -0.391092, -3.413089], [-4.777131, 2.592687, -3.251470], [-3.630745, 1.390099, -3.646411], [-4.611059, 2.739381, -5.517711], [-6.433120, 2.331036, -5.130939], [-3.767179, 0.508097, -6.218585], [-5.113963, 1.104792, -7.146543], [-5.440484, -0.127870, -5.979331]],
  "atomic_forces_ev_per_a": [[1.41, -2.42, -3.80], [-2.56, 0.10, 5.13], [6.38, 5.87, -1.35], [-5.00, 2.55, 0.56], [-4.09, -0.45, 9.19], [-4.59, -4.88, 0.21], [1.62, -15.20, -9.97], [-1.71, 5.51, 0.73], [-5.04, 2.06, 0.67], [3.08, -1.23, 7.14], [0.24, 0.97, -3.33], [-9.18, 7.46, 2.49], [0.99, -10.75, 4.90], [5.86, 5.26, -1.02], [-2.15, 0.99, 0.55], [0.06, -0.91, -0.07], [2.50, -6.17, 3.50], [3.12, -10.62, -10.49], [1.48, 5.18, 2.29], [1.06, -2.69, -4.37], [-4.84, 4.06, 5.09], [2.18, -2.78, -4.98], [0.27, 0.36, 1.61], [0.62, -1.17, -0.18], [-1.78, 2.74, 1.26], [1.27, -1.08, -1.13], [1.94, -2.33, 1.18], [-0.73, 1.44, 0.11], [-0.04, -0.72, -0.39], [-0.59, -1.63, 0.85], [-0.08, 0.00, -0.20], [-3.30, 8.47, 8.68], [0.80, 1.14, -0.48], [-3.53, 1.67, -0.66], [-0.77, 1.54, -1.12], [1.36, 1.60, -2.91], [-0.28, 2.61, 1.41], [3.36, 0.32, -8.15], [-1.96, 1.63, 1.31], [1.06, 0.58, -0.67], [1.63, -1.42, 1.96], [-1.88, -0.29, -0.86], [0.33, -2.68, -0.51], [0.43, -3.89, -0.94], [0.08, 0.06, -2.36], [2.05, 0.13, 0.08], [0.36, -1.80, 0.28], [1.47, -1.30, 0.47], [1.40, 3.62, 0.22], [-2.70, 8.43, 6.03], [0.02, 2.64, 1.96], [4.13, 3.13, -1.77], [2.91, 2.47, -0.80], [0.97, -2.35, -2.04], [2.37, -1.07, 0.38], [0.42, -3.93, -2.46], [-1.19, -2.00, -0.62], [-2.92, -0.25, -1.28], [0.69, 1.88, -0.73], [3.18, -1.26, -1.31], [-1.96, 0.92, 0.88], [-0.14, -0.32, -0.51], [-0.07, 0.24, 0.39]],
  "mulliken_charge": [-1.22, -0.26, -0.52, -0.27, -0.49, -0.67, -1.46, -0.35, -0.04, -1.80, 0.17, 1.72, -0.36, -0.51, 0.08, 0.14, -0.55, -1.53, -0.56, -0.79, -0.60, -0.95, 0.31, 0.33, 0.25, 0.47, 0.19, 0.32, 0.38, 0.32, 0.36, 1.05, 0.24, 0.67, 0.18, 0.23, -0.07, -0.72, -0.59, 0.36, 0.15, 0.33, -0.41, 0.66, 0.26, 0.40, 0.21, 0.30, 0.15, 0.89, 0.11, 0.73, 0.19, 0.18, 0.10, 0.36, 0.29, 0.15, 0.28, 0.27, 0.26, 0.38, 0.31],
  "total_charge": 0,
  "spin_multiplicity": 1,
  "e_lumo_ev": 0.77,
  "relative_energy_kcal_mol": 415.71,
  "homo_lumo_gap_ev": 10.19
}